ORCA calculation (ωB97M-V/def2-TZVPD) on 6 unconnected molecules or ions with the total composition C66H146O6P4 at a distorted geometry.

Positions of all 222 atoms, in Å:
P -2.625 -21.245 0.343
P -7.622 -17.361 -5.477
P -4.370 -13.980 3.410
P -1.083 -14.921 -3.169
O -5.907 -14.013 -1.998
O -5.807 -12.880 -0.083
O -4.403 -18.603 -2.757
O -4.943 -14.949 -0.175
O -4.812 -16.440 -2.735
O -4.795 -17.555 -0.803
C -2.402 -14.673 5.262
C -6.889 -19.906 -4.673
C 1.665 -15.554 -2.828
C -7.822 -22.590 -0.070
C -6.877 -21.399 -4.944
C 0.809 -19.056 -0.730
C -1.656 -15.922 -4.567
C -1.986 -25.446 0.187
C -0.421 -10.489 2.121
C -2.036 -22.909 -0.084
C -8.956 -16.628 -6.432
C -3.086 -13.307 2.277
C -4.779 -15.700 2.983
C -6.922 -10.755 3.862
C -0.321 -14.966 6.635
C -2.913 -11.307 -2.094
C -1.767 -14.496 6.650
C -1.358 -17.267 -7.386
C -6.843 -9.319 4.436
C -5.952 -16.296 3.735
C -1.436 -18.031 -6.094
C 4.027 -16.541 -3.168
C -1.579 -19.986 -0.444
C -9.861 -14.689 -7.847
C -3.212 -19.848 2.824
C -0.479 -25.546 0.408
C -9.114 -16.613 -1.680
C -2.172 -18.759 3.134
C -0.744 -15.324 -0.297
C -3.787 -14.026 5.134
C -9.578 -15.284 -9.228
C -2.233 -13.490 -3.149
C -1.432 -15.778 -1.623
C -6.001 -16.932 -6.180
C -5.530 -17.613 -7.466
C -9.143 -16.916 -3.177
C -0.893 -17.164 -4.933
C -6.179 -17.804 3.481
C -7.397 -18.322 4.223
C -5.333 -21.988 0.236
C -5.478 -13.923 -0.686
C -6.015 -16.903 -8.719
C -4.584 -17.527 -2.130
C -5.788 -12.888 3.191
C -2.653 -24.152 0.594
C -7.864 -19.152 -5.603
C 2.192 -19.135 -0.092
C -0.116 -19.989 0.064
C -2.141 -12.593 -1.923
C -0.901 -19.081 3.923
C 0.671 -14.425 -3.166
C -1.079 -11.876 1.998
C -8.903 -15.129 -6.747
C -7.723 -16.754 -3.780
C -2.461 -11.959 2.651
C -5.572 -11.411 3.582
C 3.074 -15.366 -3.390
C -8.251 -17.612 -0.883
C -6.195 -22.141 -3.781
C -2.541 -21.046 2.180
C -4.333 -20.920 -0.167
C -0.322 -15.711 2.105
C -1.213 -16.131 0.917
C -5.602 -17.726 -9.957
C -2.144 -10.107 -1.461
C -6.745 -21.484 0.021
H -5.574 -14.892 -2.248
H -2.945 -21.984 2.574
H -0.216 -19.632 1.094
H -1.902 -18.384 2.143
H -1.811 -13.472 7.025
H 0.902 -13.983 -4.141
H -5.288 -22.552 1.172
H -1.706 -15.151 -5.349
H -7.299 -15.750 -3.734
H -3.533 -13.277 1.276
H -9.016 -14.551 -5.828
H -6.899 -22.177 -2.942
H -0.989 -14.271 -0.146
H -4.361 -20.799 -1.254
H -2.163 -25.650 -0.879
H -7.844 -19.552 -6.615
H -5.018 -15.698 1.912
H -6.313 -9.331 5.389
H 4.104 -16.729 -2.094
H 0.335 -15.450 -0.373
H 2.488 -20.183 -0.144
H -8.363 -17.552 0.201
H -0.200 -25.621 1.463
H -3.034 -10.978 -3.127
H -7.037 -20.733 0.762
H -1.662 -17.965 -8.179
H -1.251 -9.850 -2.032
H 0.302 -14.203 6.165
H 2.958 -15.163 -4.459
H -10.133 -16.677 -1.285
H -7.683 -19.294 3.831
H -2.517 -15.770 -1.466
H -6.106 -18.694 -9.879
H -5.259 -18.366 3.651
H -9.759 -13.605 -7.894
H -4.560 -18.036 -9.860
H 0.449 -18.032 -0.820
H -5.873 -15.847 -6.193
H 0.138 -10.209 1.227
H -0.449 -18.139 4.218
H -5.081 -16.649 -0.523
H -0.883 -18.965 -6.067
H -10.874 -14.971 -7.549
H -6.402 -21.675 -5.887
H 1.277 -16.489 -3.242
H -8.891 -17.180 -7.377
H -2.393 -11.788 3.727
H 0.813 -13.604 -2.460
H -6.876 -20.975 -0.941
H -9.725 -16.368 -9.228
H -7.029 -17.363 -3.193
H -5.834 -17.210 -10.883
H 3.624 -17.463 -3.592
H -5.206 -10.840 2.732
H -7.198 -19.746 -3.634
H -8.875 -15.557 -1.546
H -0.435 -12.630 2.460
H -9.605 -17.873 -3.419
H -1.129 -9.661 2.201
H 3.510 -14.462 -2.957
H -7.560 -10.735 2.971
H -2.367 -14.126 2.151
H -5.403 -17.202 -5.293
H -8.876 -19.268 -5.201
H -2.701 -18.003 3.721
H -6.369 -17.930 2.408
H -8.772 -22.172 -0.394
H -0.233 -14.624 2.092
H -6.333 -8.669 3.727
H -2.011 -23.120 -1.159
H -9.722 -16.093 -3.606
H -5.402 -21.513 -3.364
H -7.601 -11.305 4.527
H -0.141 -15.904 6.108
H -0.344 -16.972 -7.660
H -3.068 -11.140 2.269
H -6.887 -15.756 3.556
H -1.703 -20.209 -1.507
H 0.172 -16.932 -5.052
H -9.924 -16.891 -5.997
H -6.572 -13.198 3.888
H -1.710 -14.281 4.506
H -1.033 -17.163 0.604
H -2.319 -15.747 5.063
H -2.746 -9.209 -1.323
H -2.408 -13.132 -1.010
H -6.085 -13.006 2.141
H -7.271 -17.109 -0.864
H -8.084 -18.589 -1.327
H -5.888 -16.110 4.816
H -2.085 -16.465 -7.507
H -7.161 -18.333 5.291
H 0.217 -10.468 3.004
H -4.448 -14.632 5.756
H -7.439 -23.343 -0.757
H -3.236 -13.936 -3.130
H -7.990 -23.024 0.918
H -2.295 -16.057 1.051
H -0.030 -26.425 -0.056
H -0.863 -17.836 -4.063
H -1.110 -12.305 -1.673
H -10.245 -14.887 -9.992
H -0.213 -19.713 3.356
H -1.474 -21.156 2.387
H -3.711 -24.238 0.350
H 0.125 -24.724 0.017
H -3.559 -20.228 3.791
H -1.082 -19.726 4.788
H -2.491 -24.080 1.674
H -7.916 -14.875 -7.154
H -2.724 -16.110 -4.387
H 2.262 -18.811 0.949
H -2.613 -26.245 0.590
H -1.128 -16.830 -1.642
H -8.219 -17.606 4.177
H -4.443 -17.536 -7.450
H -2.328 -15.093 7.375
H -0.963 -22.893 0.135
H -5.109 -11.382 4.572
H -5.186 -22.795 -0.497
H -4.077 -19.455 2.293
H -1.819 -10.374 -0.449
H -1.073 -12.124 0.933
H -5.567 -15.906 -8.800
H -0.784 -16.022 3.042
H -2.015 -19.018 -0.193
H -2.206 -12.935 -4.089
H 0.678 -16.131 2.007
H -3.847 -16.270 3.047
H -4.614 -19.930 0.207
H -5.901 -23.178 -3.923
H -7.902 -21.774 -5.012
H 1.720 -15.637 -1.743
H -7.862 -8.982 4.611
H -7.083 -16.678 -8.775
H 5.015 -16.350 -3.576
H 0.360 -20.962 0.195
H 2.933 -18.522 -0.609
H -8.559 -15.130 -9.588
H -3.876 -11.283 -1.583
H -5.893 -18.636 -7.583
H -0.003 -15.078 7.672
H -5.880 -19.483 -4.651
H -2.483 -18.136 -5.793
H 0.936 -19.443 -1.745
H -3.725 -13.020 5.548

Computed properties:
Charge   +2
E_HOMO   -0.4315 hartree
Largest force on an atom   0.0611 Eh/bohr
Electronic energy   -120242.802 eV
HOMO-LUMO gap   8.7 eV
Molecular weight   1159.8 g/mol

Results of the Mulliken charge analysis, in e, for atoms 1 through 99: number 1, P, carries 0.58; number 2, P, carries 0.14; number 3, P, carries 0.83; number 4, P, carries 0.85; number 5, O, carries -0.71; number 6, O, carries -0.75; number 7, O, carries -0.77; number 8, O, carries 0.51; number 9, O, carries -0.31; number 10, O, carries 2.28; number 11, C, carries 0.71; number 12, C, carries 0.97; number 13, C, carries 0.04; number 14, C, carries -1.79; number 15, C, carries -0.78; number 16, C, carries 0.82; number 17, C, carries -0.27; number 18, C, carries -0.84; number 19, C, carries -1.81; number 20, C, carries -0.96; number 21, C, carries -1.06; number 22, C, carries 0.75; number 23, C, carries 2.60; number 24, C, carries -0.84; number 25, C, carries -1.16; number 26, C, carries -0.16; number 27, C, carries -0.70; number 28, C, carries -1.52; number 29, C, carries -1.34; number 30, C, carries -1.47; number 31, C, carries 0.23; number 32, C, carries -1.27; number 33, C, carries 0.01; number 34, C, carries -0.70; number 35, C, carries -0.87; number 36, C, carries -1.24; number 37, C, carries -1.09; number 38, C, carries 2.17; number 39, C, carries -0.50; number 40, C, carries -1.25; number 41, C, carries -1.13; number 42, C, carries -1.18; number 43, C, carries 0.91; number 44, C, carries -0.45; number 45, C, carries -0.35; number 46, C, carries -0.95; number 47, C, carries -0.56; number 48, C, carries 1.03; number 49, C, carries -1.70; number 50, C, carries -1.13; number 51, C, carries -0.37; number 52, C, carries 0.18; number 53, C, carries -0.50; number 54, C, carries -1.28; number 55, C, carries 0.02; number 56, C, carries -1.65; number 57, C, carries -1.63; number 58, C, carries -0.53; number 59, C, carries 0.74; number 60, C, carries -1.64; number 61, C, carries -1.20; number 62, C, carries 0.85; number 63, C, carries -0.41; number 64, C, carries 0.79; number 65, C, carries -0.91; number 66, C, carries -0.06; number 67, C, carries -0.69; number 68, C, carries -0.62; number 69, C, carries -0.73; number 70, C, carries -1.24; number 71, C, carries 1.06; number 72, C, carries -1.36; number 73, C, carries 1.30; number 74, C, carries -1.50; number 75, C, carries -1.41; number 76, C, carries 0.84; number 77, H, carries -0.17; number 78, H, carries 0.79; number 79, H, carries -0.30; number 80, H, carries -1.19; number 81, H, carries 0.40; number 82, H, carries 0.74; number 83, H, carries 0.55; number 84, H, carries 0.67; number 85, H, carries 1.07; number 86, H, carries 0.15; number 87, H, carries 0.45; number 88, H, carries 0.09; number 89, H, carries -0.16; number 90, H, carries -0.06; number 91, H, carries 0.39; number 92, H, carries 0.61; number 93, H, carries -0.30; number 94, H, carries 0.33; number 95, H, carries 0.25; number 96, H, carries -0.10; number 97, H, carries 0.46; number 98, H, carries 0.55; number 99, H, carries 0.33